A 4-piece molecular cluster, C20H47F7N4O6P overall at a distorted geometry. Source: the Open Molecules 2025 dataset; level of theory: ωB97M-V/def2-TZVPD.

Output
- HOMO energy (eV) = -5.07
- E_tot (eV) = -68051.410
- total charge = -1
- 2S+1 = 1
- lowest unoccupied orbital energy (eV) = 2.22

Each line ends with the Löwdin charge.
Geometry (Å):
N 0.233 1.567 -0.773  -0.028
C -0.575 2.545 -1.595  -0.214
C -0.763 2.099 -3.183  -0.310
O 0.284 1.129 -3.636  -0.134
C -2.289 1.661 -3.580  -0.094
C -2.907 0.399 -2.745  -0.288
C -1.936 -0.740 -2.088  -0.191
O -2.461 -1.051 -0.721  -0.420
P -3.618 0.172 -0.192  0.525
C -4.669 1.428 0.776  -0.330
F -3.760 1.994 1.844  -0.100
F -5.769 0.751 1.560  -0.071
C -5.214 2.720 -0.066  -0.102
F -4.132 3.448 -0.830  -0.006
F -5.648 3.723 0.980  -0.033
C -6.566 2.445 -0.968  -0.129
F -7.702 3.321 -0.520  0.012
F -6.229 2.935 -2.357  -0.006
F -6.934 1.020 -1.120  0.047
O -4.054 0.636 -1.809  -0.354
H 1.257 1.811 -0.745  0.065
H -0.173 1.502 0.191  0.061
H -1.624 2.828 -1.118  0.110
H 0.043 3.566 -1.593  0.107
H -0.532 3.092 -3.805  0.133
H 1.012 1.643 -4.134  0.095
H -2.408 1.461 -4.750  0.122
H -2.978 2.611 -3.363  0.128
H -3.472 -0.209 -3.603  0.136
H -1.960 -1.621 -2.883  0.116
H -0.788 -0.557 -1.961  0.100
H -2.449 1.062 -0.142  0.032
H -3.235 -0.308 1.142  0.016
H -4.792 -0.711 -0.229  0.036
C 6.624 1.838 -2.997  -0.080
C 5.575 0.942 -2.343  -0.428
C 4.249 0.852 -3.135  -0.190
O 3.414 2.008 -3.024  -0.209
C 3.799 3.091 -3.856  -0.108
N 5.348 1.401 -0.963  0.035
H 6.426 2.903 -2.845  0.063
H 7.612 1.638 -2.570  0.074
H 6.684 1.651 -4.075  0.076
H 5.998 -0.069 -2.301  0.134
H 3.663 0.023 -2.720  0.128
H 4.427 0.604 -4.189  0.118
H 4.204 2.754 -4.815  0.091
H 4.520 3.724 -3.336  0.072
H 2.911 3.700 -4.051  0.087
H 4.727 0.738 -0.497  0.069
H 4.789 2.258 -1.018  0.070
C 0.452 -5.375 1.843  -0.085
C -0.135 -4.035 1.407  -0.427
C -1.311 -3.551 2.289  -0.190
O -2.545 -4.233 2.056  -0.181
C -2.642 -5.502 2.682  -0.118
N -0.526 -4.123 -0.009  0.048
H -0.165 -6.226 1.541  0.060
H 1.436 -5.523 1.388  0.070
H 0.579 -5.413 2.931  0.072
H 0.665 -3.290 1.495  0.120
H -1.503 -2.498 2.047  0.120
H -1.050 -3.577 3.355  0.111
H -2.137 -5.524 3.653  0.086
H -2.242 -6.275 2.024  0.068
H -3.702 -5.723 2.839  0.085
H -0.818 -3.197 -0.325  0.061
H -1.387 -4.676 -0.051  0.073
C 2.729 0.366 5.075  -0.080
C 2.637 -0.619 3.913  -0.428
C 1.918 -0.049 2.667  -0.202
O 0.495 0.029 2.789  -0.199
C 0.031 1.148 3.527  -0.101
N 1.994 -1.857 4.386  0.039
H 1.788 0.463 5.625  0.064
H 3.481 0.031 5.797  0.072
H 3.025 1.361 4.725  0.076
H 3.664 -0.860 3.615  0.132
H 2.106 -0.731 1.828  0.118
H 2.335 0.922 2.372  0.114
H 0.653 2.035 3.370  0.090
H -0.024 0.900 4.587  0.072
H -0.986 1.377 3.192  0.089
H 2.030 -2.549 3.636  0.061
H 0.994 -1.659 4.485  0.070


C20H47NO2P2Ti as an isolated structure at a distorted geometry. Source: the Open Molecules 2025 dataset; level of theory: ωB97M-V/def2-TZVPD.

Output
- HOMO energy (eV) = -22.78
- E_tot (eV) = -68732.725
- total charge = +4
- 2S+1 = 1
- lowest unoccupied orbital energy (eV) = -17.51

Each line ends with the Löwdin charge.
Geometry (Å):
Ti 0.069 -0.084 -0.108  0.667
C 0.876 -0.162 -1.876  -0.063
O 1.451 -0.071 -2.913  0.274
C 0.607 1.744 0.431  -0.127
O 0.993 2.818 0.735  0.252
P -1.978 0.898 -1.039  1.054
C -3.187 1.608 0.173  -0.499
H -3.997 1.977 -0.472  0.118
C -1.801 2.244 -2.305  -0.487
H -0.969 2.838 -1.886  0.112
C -2.971 -0.477 -1.802  -0.502
H -3.214 -1.130 -0.943  0.089
C 2.550 -2.570 0.593  -0.510
P 2.162 -0.799 1.034  1.071
H 3.186 -0.958 3.177  0.130
H 1.684 -3.125 0.991  0.096
C 3.811 0.042 0.744  -0.477
H 4.547 -0.755 0.942  0.123
C -1.368 1.720 -3.674  -0.070
H -2.185 1.206 -4.192  0.093
H -0.497 1.060 -3.629  0.047
H -1.080 2.583 -4.288  0.123
C -3.023 3.163 -2.455  -0.050
H -2.855 3.817 -3.318  0.123
H -3.179 3.802 -1.580  0.089
H -3.943 2.600 -2.649  0.085
C -4.300 -0.014 -2.405  -0.038
H -4.938 0.535 -1.701  0.096
H -4.870 -0.904 -2.714  0.135
H -4.153 0.597 -3.305  0.094
C -2.163 -1.300 -2.809  -0.073
H -2.521 -2.341 -2.783  0.120
H -1.079 -1.328 -2.620  0.037
H -2.302 -0.927 -3.832  0.107
C -3.799 0.582 1.135  -0.067
H -4.510 -0.084 0.631  0.096
H -4.356 1.121 1.914  0.124
H -3.054 -0.041 1.645  0.052
C -2.596 2.809 0.914  -0.078
H -1.843 2.515 1.653  0.063
H -3.409 3.312 1.456  0.129
H -2.136 3.544 0.244  0.084
C 3.817 -3.108 1.269  -0.046
H 3.922 -2.836 2.324  0.091
H 4.720 -2.788 0.737  0.107
H 3.793 -4.206 1.225  0.134
C 2.619 -2.809 -0.912  -0.077
H 3.546 -2.411 -1.343  0.104
C 1.540 0.368 3.548  -0.098
H 1.788 -2.384 -1.487  0.042
H 2.612 -3.894 -1.090  0.126
C 1.419 -2.148 3.438  -0.063
H 0.468 0.262 3.751  0.072
H 2.026 0.519 4.523  0.130
H 1.676 1.284 2.964  0.057
C 2.120 -0.895 2.900  -0.484
H 1.345 -2.065 4.530  0.128
H 1.963 -3.072 3.224  0.089
H 0.396 -2.247 3.050  0.063
C 4.084 1.215 1.691  -0.062
H 3.331 2.009 1.550  0.075
H 5.069 1.637 1.438  0.126
H 4.110 0.923 2.747  0.091
C 3.962 0.509 -0.704  -0.084
H 3.742 -0.262 -1.452  0.060
H 5.007 0.833 -0.850  0.128
H 3.315 1.377 -0.906  0.083
H -0.571 0.307 2.177  0.104
H -1.197 0.573 1.831  0.098
N -0.946 -1.936 0.599  0.090
H -0.463 -2.754 0.216  0.105
H -0.948 -2.062 1.617  0.080
H -1.923 -2.003 0.285  0.089